[1]
This record from OMol25 describes a structure of composition C20H41DyN4O11P2. The level of theory is ωB97M-V/def2-TZVPD.

```
! wB97M-V def2-TZVPD RIJCOSX def2/J DEFGRID3
* xyz 0 6
Dy 1.56603 1.38264 -0.15917
P 3.77816 1.96706 -2.52533
P 1.71577 3.93732 -1.58215
O 0.57637 -0.22621 -1.49570
O 0.00835 -0.50736 -3.70130
O 2.55937 1.53766 1.82002
O 5.01150 2.14482 -3.31082
O 3.61757 1.40546 -1.11192
O 1.29309 5.37966 -2.05176
O 2.73254 0.99673 -3.29324
O 4.23776 0.96594 3.28938
O 0.58022 2.96335 -1.82559
O 2.05594 3.86978 -0.08965
O 3.00403 3.51013 -2.51526
N 2.02148 -1.07192 1.19091
N -0.38310 0.83372 1.48546
N -2.06546 0.73327 -0.96652
N -1.14817 -2.03825 -0.39835
C -4.13451 2.14855 -0.16522
C -1.27076 -4.56035 -0.11262
C 1.14658 -1.10835 2.40753
C -2.62363 2.05111 -0.48747
C -0.46120 2.89317 2.83655
C -0.21071 -0.05500 -2.57804
C 2.11455 -2.44359 0.51643
C -1.29629 1.92989 1.94671
C -1.76596 2.69887 0.67012
C 0.84410 -3.41593 0.45243
C 2.87829 -2.35547 -0.82308
C -0.07109 -0.12368 2.55291
C 0.04902 -3.65777 -1.98068
C -2.49990 1.41630 2.78584
C -3.02612 -0.39261 -0.92254
C 3.43390 0.71532 2.37259
C 3.40050 -0.67663 1.72736
C -0.38001 -3.38096 -0.54442
C -2.44048 -1.80660 -1.14273
C -1.45574 0.84400 -2.32062
H 0.41797 -3.46293 1.45837
H -1.63318 -4.47614 0.91842
H -4.41064 1.55054 0.70123
H -2.24837 -1.96672 -2.20518
H 1.27087 -4.40508 0.22427
H -0.88442 0.31216 0.73598
H 2.94476 -3.36934 -1.26661
H -0.45134 -1.27753 -0.70099
H 3.89763 -1.99848 -0.64374
H -1.39042 -1.95286 0.60352
H 0.31954 3.37235 2.22918
H 0.59364 -4.60166 -2.00217
H -0.87984 3.12121 0.22458
H -2.13321 -4.72717 -0.75266
H -1.10511 3.64315 3.28997
H -3.16774 2.24780 3.03424
H -0.62356 -5.45271 -0.14522
H 0.05125 2.35841 3.65977
H -3.83130 -0.21691 -1.66988
H -2.18479 0.93270 3.72965
H 2.50598 1.19779 -4.20369
H -4.32173 3.21003 0.04488
H -2.43054 2.75197 -1.32602
H 3.72121 -1.45898 2.43031
H 1.75492 -0.89733 3.29095
H 2.38471 -1.67360 -1.53473
H -2.21287 0.63863 -3.09823
H -4.72318 1.87166 -1.03962
H -0.94236 -0.81425 2.71167
H 4.10347 -0.74962 0.89292
H -1.05327 1.85075 -2.48112
H -2.37546 3.55490 1.06067
H 0.04389 0.41621 3.50685
H -3.50548 -0.41653 0.07593
H -3.17993 -2.55894 -0.79659
H -0.80604 -3.73605 -2.66535
H 0.72342 -2.14096 2.47990
H 1.97623 6.03401 -1.81735
H -3.08656 0.68106 2.24071
H 0.70775 -2.86495 -2.36587
H 2.77210 -3.03062 1.22097
*
```

Energy (eV): -92560.922
Gap between HOMO and LUMO (alpha / beta) (eV): 8.6 / 8.6
E_HOMO (alpha / beta) (eV): -9.16 / -9.15

For each atom in turn, the Mulliken charge in e is: Dy 0.301; P 0.657; P 0.704; O 0.269; O -0.724; O -0.471; O -0.760; O -0.347; O -0.555; O -0.294; O -0.746; O -0.293; O -0.581; O -0.230; N 1.183; N 1.830; N 0.672; N 1.420; C -1.777; C -1.930; C -1.150; C 0.426; C -1.538; C 0.106; C 0.189; C 1.526; C -1.567; C -1.968; C -1.776; C -1.276; C -1.678; C -1.783; C -1.122; C 0.369; C -0.983; C 1.984; C -0.834; C -1.122; H 0.517; H 0.428; H 0.312; H 0.455; H 0.573; H -0.580; H 0.395; H -1.691; H 0.615; H 0.631; H 0.266; H 0.493; H 0.022; H 0.441; H 0.556; H 0.417; H 0.473; H 0.291; H 0.510; H 0.390; H 0.256; H 0.468; H 0.425; H 0.508; H 0.507; H 0.060; H 0.198; H 0.440; H 0.323; H 0.394; H 0.622; H 0.711; H 0.685; H 0.319; H 0.601; H 0.445; H 0.233; H 0.330; H 0.284; H 0.159; H 0.387

---

[2]
This record from OMol25 describes a structure of composition C20H41MgN6O8. The level of theory is ωB97M-V/def2-TZVPD.

```
! wB97M-V def2-TZVPD RIJCOSX def2/J DEFGRID3
* xyz 1 1
Mg -25.89216 22.92508 -24.38975
O -27.33996 23.69594 -23.23332
O -29.01231 22.58168 -22.15995
O -24.58648 24.29021 -24.39729
O -24.91916 22.33732 -22.73547
O -27.61213 21.76729 -23.82084
O -29.23490 24.52038 -20.37893
O -26.71452 23.70908 -25.96594
O -30.14421 22.98670 -15.98160
N -24.41715 26.42245 -23.54551
N -28.44214 26.54126 -20.88597
N -26.41608 25.17193 -27.59652
N -25.20191 21.96252 -20.52837
N -30.03755 22.84246 -18.24701
N -30.99800 20.52918 -21.91368
C -26.42487 21.24171 -20.67192
C -25.06097 24.69965 -27.96320
C -29.86334 21.41314 -18.42442
C -28.04335 22.67596 -23.07864
C -30.63095 19.21464 -22.02349
C -23.27627 23.27804 -21.25035
C -30.38994 24.97494 -17.25885
C -29.53986 26.89264 -21.74825
C -32.18644 20.57731 -21.27297
C -27.09092 24.93712 -19.50227
C -31.60784 18.44658 -21.34929
C -27.14290 24.67841 -26.60459
C -25.59799 26.48538 -22.71988
C -28.37995 25.34551 -20.28844
C -22.75709 25.56203 -25.15733
C -28.35483 25.44326 -26.14845
C -32.56855 19.30590 -20.90365
C -24.55741 22.52440 -21.54280
C -24.00503 25.37377 -24.30259
C -30.22877 23.48531 -17.09588
H -26.59692 26.14306 -27.80697
H -23.92894 27.28728 -23.72940
H -27.20172 21.99909 -20.56719
H -26.46500 26.34812 -23.36606
H -29.40962 25.45090 -17.28192
H -29.03457 23.43770 -21.72597
H -30.47743 21.34171 -22.21185
H -21.81823 25.71493 -24.62512
H -24.82400 23.65324 -27.77094
H -26.53702 20.74585 -21.63610
H -26.73042 25.77771 -18.90937
H -29.99865 23.38808 -19.09607
H -23.34544 24.28129 -21.67083
H -27.73009 27.22534 -20.67353
H -31.10865 25.38625 -16.55005
H -22.84426 26.36653 -25.88759
H -24.68301 25.08126 -28.91168
H -29.71664 18.95485 -22.53628
H -22.45842 22.68691 -21.66239
H -24.83327 22.03052 -19.59051
H -27.32730 24.12701 -18.81238
H -29.59884 20.79346 -17.56761
H -24.42267 25.21708 -27.24700
H -30.13907 27.59037 -21.16324
H -26.38210 24.56040 -20.23967
H -28.52850 26.37555 -26.68584
H -25.56060 25.77758 -21.89179
H -32.67959 21.50783 -21.03354
H -30.67416 20.85923 -18.89756
H -26.59124 20.60957 -19.79966
H -22.63819 24.60452 -25.66442
H -29.00004 21.22253 -19.06198
H -30.94564 25.20724 -18.16733
H -31.72727 17.37753 -21.25295
H -29.28216 24.87450 -26.21675
H -33.43301 19.08722 -20.29433
H -23.02073 23.41823 -20.20005
H -29.14248 27.38922 -22.63346
H -25.62156 27.50257 -22.32889
H -28.28067 25.68922 -25.08916
H -30.12226 26.04195 -22.10214
*
```

Relative energy (zero: lowest compared OMol25 entry of this formula, charge and spin) (kcal per mole): 0.00
Energy (eV): -52170.992
Gap between HOMO and LUMO (eV): 6.5
E_HOMO (eV): -9.16

For each atom in turn, the Mulliken charge in e is: Mg 1.521; O -0.306; O -0.366; O -0.199; O -0.644; O -0.967; O -1.035; O -0.712; O -0.675; N -0.073; N -0.033; N -0.237; N -0.035; N 0.109; N 0.258; C -0.606; C -0.605; C -0.694; C 0.688; C -0.466; C -1.144; C -0.880; C -0.968; C -0.698; C -0.725; C -0.647; C 0.746; C -0.490; C 0.812; C -1.593; C -0.802; C -0.248; C 0.669; C 0.672; C 0.778; H 0.247; H 0.270; H -0.155; H 0.187; H 0.129; H 0.163; H 0.257; H 0.412; H 0.275; H 0.263; H 0.546; H 0.114; H 0.111; H 0.271; H 0.394; H 0.415; H 0.415; H 0.423; H 0.381; H 0.296; H 0.266; H 0.410; H -0.020; H 0.358; H -0.391; H 0.390; H -0.034; H 0.356; H 0.254; H 0.452; H 0.372; H -0.014; H 0.242; H 0.413; H 0.318; H 0.409; H 0.407; H 0.337; H 0.357; H 0.012; H 0.286

---

[3]
This record from OMol25 describes a cluster of 6 separate species, C20H41N2O8 in total. The level of theory is ωB97M-V/def2-TZVPD.

```
! wB97M-V def2-TZVPD RIJCOSX def2/J DEFGRID3
* xyz 1 1
O -21.27443 -25.26394 -10.89737
O -17.61831 -15.52867 -8.75897
O -26.47330 -21.05337 -8.90035
O -19.93690 -19.60414 -5.08333
O -19.54766 -16.22499 -9.60636
O -20.87671 -25.01891 -13.08628
O -20.37307 -20.14145 -2.91974
O -21.96781 -20.85917 -9.22748
N -26.85634 -23.12833 -8.95838
N -26.40739 -18.87310 -15.65190
C -26.99899 -17.55957 -15.23580
C -19.74420 -26.93818 -13.60297
C -16.55125 -14.59676 -8.94992
C -20.24772 -27.12403 -12.12479
C -25.40582 -18.56736 -16.74065
C -20.59156 -25.85750 -14.23529
C -25.67192 -19.55711 -14.57112
C -20.34372 -17.92113 -3.36660
C -20.58434 -19.64648 -1.56881
C -16.66204 -14.31013 -10.46455
C -20.65463 -18.16875 -1.85121
C -27.34367 -21.89868 -8.96645
C -20.30566 -19.25457 -3.97989
C -26.04252 -18.91137 -18.06524
C -28.85761 -21.67947 -8.87022
C -20.79469 -25.70378 -11.95366
C -27.93634 -17.53831 -14.02733
C -18.54236 -15.40674 -9.65985
C -18.20320 -14.25945 -10.64598
C -25.69779 -21.02952 -14.83290
H -26.97677 -18.37754 -18.23929
H -27.63215 -17.19382 -16.04415
H -18.51196 -13.31097 -10.20648
H -28.38686 -16.59951 -13.70518
H -26.07709 -19.34631 -13.58143
H -26.75609 -21.28776 -14.79536
H -21.49353 -26.35565 -14.59081
H -19.78675 -19.82928 -0.84872
H -19.61151 -27.39991 -11.28381
H -19.73715 -17.79033 -1.40052
H -21.55102 -19.96776 -1.18097
H -25.85030 -23.17711 -9.03337
H -24.69364 -19.15134 -14.31340
H -19.46547 -17.28317 -3.46559
H -25.38222 -18.63730 -18.88803
H -16.65036 -13.69047 -8.35249
H -18.64896 -14.42110 -11.62744
H -15.56466 -15.05831 -8.90851
H -25.24747 -21.50827 -13.96336
H -21.10219 -27.79950 -12.08328
H -16.20733 -15.02231 -11.15313
H -24.91037 -17.59752 -16.78594
H -26.21418 -16.87625 -14.91135
H -24.58003 -19.27319 -16.65133
H -26.21053 -19.98661 -18.12634
H -22.84390 -20.48026 -9.12506
H -28.85794 -18.08784 -14.21910
H -21.85121 -21.67177 -8.72980
H -27.40303 -23.89908 -8.60178
H -27.63896 -18.13629 -13.16589
H -19.80811 -27.87842 -14.15065
H -19.96448 -25.40701 -15.00464
H -29.17241 -21.11501 -9.74794
H -21.28400 -20.26475 -8.91021
H -29.43648 -22.60265 -8.84305
H -29.10514 -21.09019 -7.98729
H -21.54022 -17.67437 -1.45195
H -25.07274 -21.25472 -15.69702
H -21.16931 -17.37996 -3.82882
H -18.67572 -26.72334 -13.58600
H -16.07973 -13.40212 -10.62117
*
```

Relative energy (zero: lowest compared OMol25 entry of this formula, charge and spin) (kcal per mole): 135.90
Energy (eV): -40754.770
Gap between HOMO and LUMO (eV): 6.2
E_HOMO (eV): -10.20

For each atom in turn, the Mulliken charge in e is: O -0.649; O -0.272; O -0.657; O -0.595; O -0.673; O -0.314; O -0.374; O -0.373; N -0.374; N 0.101; C -0.347; C -0.666; C -0.363; C -0.368; C -0.551; C -0.290; C -0.612; C -0.368; C -0.291; C -0.661; C -0.479; C 0.671; C 0.525; C -1.156; C -0.857; C 0.511; C -1.297; C 0.596; C -0.430; C -1.223; H 0.279; H 0.247; H 0.241; H 0.366; H 0.422; H 0.288; H 0.275; H 0.259; H 0.311; H 0.178; H 0.238; H 0.175; H 0.351; H 0.309; H 0.408; H 0.313; H 0.304; H 0.294; H 0.397; H 0.229; H 0.300; H 0.406; H 0.348; H 0.368; H 0.253; H 0.442; H 0.365; H 0.457; H 0.211; H 0.303; H 0.372; H 0.305; H 0.241; H 0.466; H 0.322; H 0.273; H 0.391; H 0.286; H 0.210; H 0.283; H 0.354

---

> Among the records above, which one has the highest energy?

C20H41N2O8